(1)
This record from the OMol25 dataset describes 2 unconnected molecules or ions with the total composition C8H13N4OS in a non-equilibrium geometry. The level of theory is ωB97M-V/def2-TZVPD.

Computed properties:
ΔE to the lowest compared entry with this formula, charge and spin ... 57.7 kcal/mol
Charge ... +1
HOMO energy ... -12.01 eV

Last column: Mulliken charge in e.
CARTESIAN COORDINATES (ANGSTROEM)
N 0.039 0.829 -0.339  0.44
H -0.181 4.082 -0.415  0.53
C -0.825 1.937 -0.199  0.37
H 1.206 -1.308 -1.053  0.38
H -3.655 -2.209 -0.686  0.25
H 4.948 0.002 1.079  0.38
H 3.270 -0.059 1.672  0.22
C -2.141 1.682 0.210  -0.82
H 4.098 -1.517 0.881  0.26
O 3.528 -0.256 -0.478  -0.58
H -0.136 -2.469 -0.717  0.32
C -0.497 -0.450 -0.268  0.79
C -2.599 0.347 0.099  0.72
H -3.546 -2.401 1.229  0.28
N 1.205 2.616 -0.694  -0.79
C 4.027 -0.444 0.908  -0.60
C 0.040 3.093 -0.453  -0.57
H -2.887 2.490 0.446  0.36
H 2.188 0.813 -0.669  0.35
H 4.375 0.060 -0.943  0.34
S -4.182 -0.119 0.488  -0.03
N -1.789 -0.586 -0.307  -0.30
C -4.108 -1.930 0.407  -0.75
H 1.162 -1.728 0.482  0.27
N 1.269 1.299 -0.702  0.10
H -5.232 -2.214 0.384  0.36
C 0.422 -1.559 -0.360  -1.25



(2)
This record from the OMol25 dataset describes a molecular structure, C44H65N4O5PSeTeV in a non-equilibrium geometry. The level of theory is ωB97M-V/def2-TZVPD.

Computed properties:
Multiplicity ... 4
ΔE to the lowest compared entry with this formula, charge and spin ... 47.7 kcal/mol
Charge ... 0
HOMO energy (alpha / beta) ... -7.06 / -7.24 eV

Last column: Löwdin spin population.
CARTESIAN COORDINATES (ANGSTROEM)
H -0.932 4.773 3.501  0.00
C 1.770 4.020 -2.281  0.00
C 2.840 3.600 3.651  0.00
H 1.046 4.791 -2.008  0.00
H 5.660 -0.295 0.516  0.00
C -2.643 -6.900 1.218  0.01
C 2.083 3.443 0.146  0.00
V -0.429 0.155 -0.160  1.92
C 4.104 4.111 -1.265  0.00
H 3.132 5.714 -2.299  0.00
C 2.248 -3.360 -0.283  0.01
O 0.074 0.611 -2.762  0.04
H -1.316 -3.088 -3.320  0.01
H -0.348 2.435 2.857  0.00
H -3.272 -3.617 -2.273  0.01
C 3.253 -0.239 -2.551  0.00
H 5.023 2.238 2.074  0.00
H 0.087 4.748 2.080  0.00
H 0.163 -5.257 1.353  0.00
H 3.204 5.300 0.259  0.00
H -3.502 -5.125 -3.160  0.00
C 4.864 1.576 1.221  0.00
H -4.111 -9.036 1.629  0.00
C -1.632 -2.958 -5.429  0.00
C 3.298 -0.188 2.183  0.00
N 2.799 -0.548 -3.799  0.00
C 5.863 0.424 1.317  0.00
C 2.509 5.069 3.383  0.00
O 0.713 1.271 1.057  0.03
H 3.841 3.369 3.281  0.00
C 4.358 -0.126 3.278  0.00
C 3.420 4.243 0.094  0.00
H -1.960 -3.986 -5.517  0.00
C 2.591 -5.076 -2.078  0.00
C 1.102 5.413 3.858  0.00
C -3.734 -4.602 -2.229  0.02
H 2.031 -2.317 -0.519  0.00
H -3.416 -0.495 -0.465  0.00
Se -2.957 4.115 -1.548  0.04
C -1.903 -5.755 0.939  0.02
H -0.474 0.700 -5.065  0.00
H 1.940 1.652 3.572  0.00
C 3.190 4.626 -2.376  0.00
H 2.867 3.449 4.735  0.00
H -0.987 -4.409 2.370  0.00
H 4.369 3.067 -1.454  0.00
H -1.858 -2.535 -7.520  0.00
H -3.764 -1.052 1.188  0.00
H 5.057 2.162 0.324  0.00
C -1.573 -2.145 -6.551  0.00
C 1.697 2.902 -1.247  0.00
C -0.840 -1.142 -4.055  0.00
H 5.155 0.137 -3.281  0.00
H 0.992 -1.098 1.599  0.00
C 3.433 1.002 1.187  0.00
O 2.581 -0.392 -1.540  0.00
H -2.398 -7.479 2.103  0.00
H 3.247 5.698 3.887  0.00
H -4.815 -4.458 -2.204  0.00
C -0.791 -0.327 -5.186  0.00
C -2.217 -5.017 -0.208  0.12
H 6.876 0.798 1.158  0.00
H -4.340 -9.311 -0.098  0.00
N -0.518 -1.175 -1.558  0.25
H 1.036 5.246 4.939  0.00
H 2.358 2.082 -1.539  0.00
H -4.806 -6.860 -1.362  0.00
H 1.450 3.623 -3.245  0.00
H 5.984 -1.343 2.561  0.00
H 0.425 -6.699 -4.110  0.00
H 1.281 4.119 0.455  0.00
H -0.662 -6.122 2.650  0.00
O 0.512 -1.657 2.224  0.01
C 0.354 3.059 3.409  0.00
H 1.808 -3.582 0.692  0.00
H 4.176 -0.914 4.010  0.00
C 0.351 -4.350 -1.663  0.01
H 3.331 -3.466 -0.204  0.00
H 4.966 0.247 -1.586  0.00
C 0.074 4.537 3.152  0.00
C -0.421 -0.530 -2.744  0.02
P 1.987 2.087 1.347  0.00
H 3.413 -1.128 1.633  0.00
C -0.789 -5.363 1.878  0.01
C -1.156 -0.826 -6.427  0.00
H 0.891 6.469 3.681  0.00
H 0.194 2.860 4.473  0.00
H 3.650 -5.024 -1.850  0.00
O -1.787 -0.627 0.830  0.01
C -0.101 -5.233 -2.639  0.01
H -0.404 -1.333 2.178  0.00
H 6.505 0.124 3.367  0.00
C -2.070 2.659 -1.017  0.04
H 3.639 4.404 -3.346  0.00
H 2.583 5.282 2.316  0.00
Te -1.034 -3.207 -0.548  0.38
H 2.854 -6.549 -3.610  0.00
C -3.283 -5.395 -1.026  0.00
C 1.800 2.620 3.076  0.00
H 4.275 0.824 3.815  0.00
H 2.310 -0.220 2.633  0.00
H -5.519 -8.366 0.803  0.00
H 4.100 3.944 0.891  0.00
C -3.678 -7.324 0.396  0.00
C -1.270 -2.453 -4.189  0.00
C -3.162 -0.362 0.591  0.01
H 3.260 0.613 0.176  0.00
C 5.759 -0.281 2.680  0.00
H 1.796 -0.622 -3.873  0.00
H -1.119 -0.185 -7.298  0.00
H 3.255 -0.136 -4.595  0.00
H 5.037 4.679 -1.258  0.00
H -1.160 -5.317 -2.845  0.00
C -4.453 -8.577 0.703  0.00
N -1.467 1.730 -0.650  -0.01
H 0.693 2.496 -1.225  0.00
C 1.712 -4.269 -1.356  0.01
N 4.539 0.253 -2.497  0.00
C -3.988 -6.556 -0.716  0.00
C 2.145 -5.939 -3.065  0.01
H -3.419 0.660 0.876  0.00
C 0.789 -6.024 -3.346  0.00



(3)
This record from the OMol25 dataset describes a single C16H20ClNO3 molecule. The level of theory is ωB97M-V/def2-TZVPD.

Computed properties:
ΔE to the lowest compared entry with this formula, charge and spin ... 30.9 kcal/mol
Charge ... 0
HOMO energy ... -9.06 eV

Last column: Mulliken charge in e.
CARTESIAN COORDINATES (ANGSTROEM)
Cl 4.093 1.537 0.760  -0.23
C 3.564 2.989 -0.019  0.57
H 1.649 1.182 0.203  0.16
N -0.701 -0.006 -0.042  -0.20
C -1.043 1.240 0.374  0.47
H -4.167 -1.884 0.609  0.38
H 5.548 3.775 -0.035  0.41
C 1.648 -2.129 2.345  -0.68
H -4.846 -3.419 0.089  0.42
H 0.179 -0.143 -0.512  0.31
C -1.731 -2.127 -0.722  -1.04
H 2.602 -1.621 2.232  0.18
H -0.812 -2.593 -1.087  0.35
C -2.744 -3.217 -0.347  0.83
H -2.282 -0.843 0.946  0.49
H 0.838 4.547 -1.236  0.30
H 2.515 6.263 -1.728  0.38
C -0.096 2.313 -0.012  -0.45
C 1.229 2.149 -0.045  0.02
C 1.867 4.380 -0.961  -0.46
C 2.813 5.345 -1.245  -0.79
H 1.276 -2.027 3.366  0.33
C -2.757 -4.297 -1.428  -1.62
C 2.213 3.178 -0.338  0.40
H -4.479 -2.173 -1.104  0.33
C -0.514 -1.930 1.460  0.19
H -0.557 3.280 -0.147  0.34
H 1.747 -3.191 2.111  0.30
H -3.476 -5.073 -1.178  0.42
O -0.906 -2.806 2.181  -0.62
C -4.144 -2.634 -0.177  -1.53
O 0.755 -1.504 1.432  -0.21
C -1.373 -1.186 0.442  0.07
H 4.886 5.885 -1.131  0.38
H -3.036 -3.869 -2.389  0.34
H -2.433 -3.671 0.598  0.23
C 4.517 3.953 -0.298  -0.57
H -1.778 -4.759 -1.528  0.40
O -2.061 1.469 1.000  -0.67
C 4.141 5.135 -0.912  -0.37
H -2.141 -1.516 -1.529  0.45



Please write out number 1 again, unchanged.
This record from the OMol25 dataset describes 2 unconnected molecules or ions with the total composition C8H13N4OS in a non-equilibrium geometry. The level of theory is ωB97M-V/def2-TZVPD.

Computed properties:
ΔE to the lowest compared entry with this formula, charge and spin ... 57.7 kcal/mol
Charge ... +1
HOMO energy ... -12.01 eV

Last column: Mulliken charge in e.
CARTESIAN COORDINATES (ANGSTROEM)
N 0.039 0.829 -0.339  0.44
H -0.181 4.082 -0.415  0.53
C -0.825 1.937 -0.199  0.37
H 1.206 -1.308 -1.053  0.38
H -3.655 -2.209 -0.686  0.25
H 4.948 0.002 1.079  0.38
H 3.270 -0.059 1.672  0.22
C -2.141 1.682 0.210  -0.82
H 4.098 -1.517 0.881  0.26
O 3.528 -0.256 -0.478  -0.58
H -0.136 -2.469 -0.717  0.32
C -0.497 -0.450 -0.268  0.79
C -2.599 0.347 0.099  0.72
H -3.546 -2.401 1.229  0.28
N 1.205 2.616 -0.694  -0.79
C 4.027 -0.444 0.908  -0.60
C 0.040 3.093 -0.453  -0.57
H -2.887 2.490 0.446  0.36
H 2.188 0.813 -0.669  0.35
H 4.375 0.060 -0.943  0.34
S -4.182 -0.119 0.488  -0.03
N -1.789 -0.586 -0.307  -0.30
C -4.108 -1.930 0.407  -0.75
H 1.162 -1.728 0.482  0.27
N 1.269 1.299 -0.702  0.10
H -5.232 -2.214 0.384  0.36
C 0.422 -1.559 -0.360  -1.25



> What is the formula in the third record?

C16H20ClNO3



> Which value of ΔE to the lowest compared entry with this formula, charge and spin does entry 2 give?

47.7 kcal/mol